{"formula": "C22H36F6N3O5PSSb", "method": "the ωB97M-V functional and the def2-TZVPD basis", "total_charge": -1, "gap_ev": 7.5, "e_lumo_ev": 2.46, "energy_ha": -2979.25165, "species": ["C", "C", "C", "F", "Sb", "C", "C", "C", "C", "S", "C", "N", "N", "C", "O", "C", "P", "O", "O", "O", "C", "F", "F", "C", "C", "C", "C", "C", "C", "F", "F", "F", "C", "H", "H", "H", "H", "H", "H", "H", "H", "H", "H", "H", "H", "H", "H", "H", "H", "H", "H", "H", "H", "H", "H", "H", "H", "H", "C", "C", "C", "O", "C", "N", "H", "H", "H", "H", "H", "H", "H", "H", "H", "H", "H"], "xyz": [[3.207632, -2.419219, 0.096290], [1.995567, -2.406536, -0.926737], [0.746920, -1.636523, -0.333080], [1.055976, -1.367625, 1.061460], [0.228826, 0.241305, -1.449558], [1.984277, 1.222298, -0.500521], [3.301598, 1.034574, -1.373972], [4.264415, 2.314392, -1.230598], [5.726698, 1.896079, -0.819229], [6.682128, 1.211833, -2.238622], [8.160226, 0.437327, -1.534618], [9.457781, 0.689266, -1.745341], [10.144112, -0.213033, -0.965207], [9.229590, -0.961468, -0.330056], [7.925090, -0.586810, -0.633168], [-0.156388, 2.157415, -2.528586], [-0.906677, 3.507446, -1.508174], [-2.353482, 3.685393, -1.908767], [-0.773390, 3.275912, 0.119643], [-0.150498, 4.951345, -1.954167], [-1.407666, -0.797000, -2.565960], [-1.106998, -2.188550, -2.657489], [-1.541391, -0.366293, -3.919598], [-2.837561, -0.697989, -1.949437], [-3.776305, -1.793609, -2.270523], [-5.163291, -1.810366, -1.796674], [-5.638935, -0.708023, -0.982003], [-4.696016, 0.405482, -0.621475], [-5.254405, 1.547359, 0.286956], [-6.216505, 2.271858, -0.374713], [-5.880739, 0.931037, 1.364105], [-4.264688, 2.368182, 0.768875], [-3.336335, 0.391023, -1.122190], [4.125687, -2.906906, -0.344056], [2.966838, -3.024425, 1.017734], [3.475839, -1.396349, 0.467843], [1.713119, -3.492842, -1.061803], [2.329834, -2.047820, -1.933086], [-0.121868, -2.358127, -0.293919], [1.326301, -0.296808, -2.732935], [-0.786164, 0.662131, -0.096338], [1.789755, 2.339694, -0.522399], [2.137048, 0.961009, 0.577491], [3.070965, 0.962778, -2.473789], [3.870778, 0.107145, -1.109449], [4.247254, 2.860548, -2.213012], [3.829630, 2.987613, -0.451386], [5.611873, 1.123110, -0.004496], [6.320321, 2.746381, -0.389081], [9.391893, -1.799156, 0.379920], [0.847164, 2.548847, -2.875570], [-0.779692, 2.053905, -3.453251], [-1.618130, 2.964459, 0.492529], [-0.674321, 5.207448, -2.740594], [-3.447217, -2.641711, -2.907514], [-5.813791, -2.660789, -2.102930], [-6.706319, -0.712409, -0.642872], [-2.680474, 1.240989, -0.848892], [-1.989993, -2.277361, 3.053518], [-2.995581, -1.236545, 2.569742], [-3.244204, -0.100943, 3.579421], [-4.067066, -0.459551, 4.684405], [-3.398047, -1.163912, 5.713065], [-4.243621, -1.917096, 2.202313], [-2.417550, -2.968949, 3.781222], [-1.634580, -2.876978, 2.212929], [-1.118082, -1.798790, 3.507947], [-2.577430, -0.780830, 1.665468], [-3.784385, 0.696615, 3.061697], [-2.301498, 0.338699, 3.929063], [-2.363893, -0.828368, 5.835682], [-3.427283, -2.238388, 5.518099], [-3.933658, -0.986063, 6.647636], [-4.868814, -1.239376, 1.772703], [-4.710207, -2.177361, 3.070082]], "forces_ev_per_a": [[0.1, -0.3, 0.2], [0.3, -0.9, 0.9], [0.3, -1.6, 0.1], [-0.6, 0.2, -0.9], [1.8, -0.2, 0.8], [1.1, 1.1, -0.5], [0.1, 0.9, 0.2], [0.0, -0.9, -0.5], [-0.2, 0.2, 1.5], [0.7, -0.3, 0.1], [0.0, 0.8, 0.2], [-2.9, -0.6, 0.6], [-2.0, -2.1, 1.5], [0.7, 1.3, -0.9], [2.6, 0.4, -0.6], [0.6, 1.5, 0.0], [-2.4, 0.4, -1.8], [1.3, -0.4, 0.8], [0.7, 0.6, -1.5], [-0.3, -1.6, 0.9], [-1.8, -0.4, -0.3], [-0.2, 1.3, -0.1], [0.3, -0.5, 1.2], [-2.5, -1.2, 0.1], [-0.7, 1.5, 1.1], [1.8, 1.9, 0.4], [2.0, 0.3, -0.4], [-0.3, -2.0, -1.4], [0.4, -1.6, -0.8], [1.2, -0.4, 1.2], [0.5, 1.3, -0.8], [-1.6, -0.7, -0.5], [-1.0, -0.8, -0.1], [-0.9, 0.6, 0.2], [0.0, 0.6, -1.0], [-0.2, -0.9, -0.5], [0.2, 1.1, -0.1], [-0.4, 0.0, 0.9], [0.8, 0.8, 0.0], [-0.3, 0.1, -0.2], [-0.2, 0.0, -0.1], [0.0, -1.1, 0.1], [-0.1, 0.0, -0.9], [-0.1, -0.2, 1.1], [-0.5, 0.7, -0.2], [0.2, -0.3, 1.0], [0.7, -0.5, -0.5], [0.3, 0.7, -0.9], [-0.6, -0.7, -0.5], [-0.2, 0.9, -0.7], [-0.9, -0.6, 0.5], [0.2, 0.2, 1.0], [0.3, 0.2, -0.4], [0.2, -0.1, 0.6], [-0.1, 0.8, 0.6], [0.5, 0.9, 0.4], [1.2, 0.2, -0.2], [-0.6, -0.8, -0.4], [0.3, 0.0, -0.1], [-0.1, -0.2, 0.3], [-0.1, 0.1, -0.3], [0.3, 0.1, 0.1], [-0.3, 0.0, 0.0], [-0.1, 0.2, 0.1], [-0.1, 0.1, 0.0], [-0.1, 0.1, 0.0], [0.0, 0.0, -0.1], [-0.1, 0.1, 0.0], [-0.1, -0.1, 0.1], [0.1, -0.1, 0.1], [0.0, -0.1, -0.1], [0.2, 0.0, 0.1], [0.0, 0.1, -0.1], [0.0, -0.1, -0.1], [0.1, 0.0, -0.1]], "lowdin_charge": [-0.1371, -0.2574, -0.4114, -0.1782, 1.2417, -0.3463, -0.2933, -0.2575, -0.4821, 0.9201, -0.6240, 0.0224, 0.0090, -0.1493, -0.0100, -0.3907, 0.4753, -0.3639, -0.1916, -0.2042, -0.5012, -0.0635, -0.0492, -0.1164, -0.0007, -0.0649, -0.0193, -0.0803, -0.4866, 0.1117, 0.0724, 0.1060, 0.0141, 0.0685, 0.0706, 0.0519, 0.0987, 0.0689, 0.0828, -0.0093, -0.0220, 0.0333, 0.0591, 0.0722, 0.0782, 0.1025, 0.1026, 0.0880, 0.0774, 0.1330, 0.0318, 0.0377, 0.0606, 0.0649, 0.1079, 0.0961, 0.1120, 0.0534, -0.0687, -0.4166, -0.1938, -0.1901, -0.1171, 0.0560, 0.0591, 0.0730, 0.0790, 0.1241, 0.1063, 0.1214, 0.0894, 0.0717, 0.0822, 0.0417, 0.0676]}